{
  "formula": "C14H25I2OP2Yb",
  "method": "the ωB97M-V functional and the def2-TZVPD basis",
  "symbols": ["I", "I", "Yb", "P", "C", "C", "H", "H", "H", "H", "H", "H", "C", "H", "H", "H", "P", "C", "C", "H", "H", "H", "C", "H", "H", "H", "H", "H", "H", "C", "O", "C", "C", "C", "C", "C", "C", "C", "H", "H", "H", "H", "H", "H", "H"],
  "xyz": [[2.70869, -2.72392, -3.11361], [1.28040, -4.25075, 1.44262], [1.24789, -2.29331, -0.63770], [2.83697, -0.41920, 0.87474], [3.08271, -0.49761, 2.68862], [4.14957, -1.62715, 0.36692], [5.11365, -1.31076, 0.79639], [4.61649, 1.24121, 1.10369], [4.21413, -1.64759, -0.73682], [3.85602, 1.26610, -0.52433], [2.82280, -1.49779, 3.05744], [3.88332, -2.64223, 0.71527], [3.66774, 1.17541, 0.55271], [4.12798, -0.25470, 2.93296], [2.99878, 1.98854, 0.85767], [2.41461, 0.23465, 3.16381], [-1.46277, -1.61068, -1.42913], [-3.04950, -2.12177, -0.69563], [-2.05776, -0.29272, -2.54988], [-0.35007, -2.82566, -3.24700], [-2.12802, -3.14267, -3.19365], [-1.00724, -3.95201, -2.03930], [-1.21609, -3.02101, -2.59259], [-1.25780, -0.05196, -3.26120], [-2.94960, -0.62640, -3.09543], [-3.76146, -2.34859, -1.50318], [-3.45781, -1.31942, -0.06498], [-2.28330, 0.61398, -1.97550], [-2.90660, -3.00685, -0.06106], [-0.27858, -1.69861, 1.21803], [-1.00344, -1.31269, 2.03143], [0.01481, 1.44865, -0.09444], [-1.01475, 2.29655, 0.34883], [-0.79930, 3.69025, 0.58900], [-1.82806, 4.52134, 1.01179], [-3.12668, 4.01862, 1.17917], [-3.37633, 2.65654, 0.96700], [-2.33872, 1.79134, 0.62550], [0.73131, 1.78714, -0.83397], [0.15531, 0.46525, 0.39503], [0.21425, 4.07572, 0.43816], [-1.63286, 5.57554, 1.21117], [-3.94735, 4.67931, 1.48401], [-4.39107, 2.25698, 1.08189], [-2.51224, 0.71294, 0.51554]],
  "forces_ev_per_angstrom": [[-0.6, 0.3, 0.9], [0.0, 0.2, -0.5], [0.4, -0.5, 0.0], [1.6, -0.5, 0.6], [-0.8, 0.0, 0.2], [-0.3, 0.1, -0.5], [-0.3, -0.2, -0.1], [-0.3, -0.1, -0.1], [0.2, 0.0, 0.5], [0.1, 0.1, 0.2], [0.1, 0.2, 0.0], [0.3, 0.4, 0.0], [-0.4, 0.2, -0.7], [-0.4, -0.1, -0.2], [0.3, 0.0, 0.0], [0.2, -0.2, 0.1], [-0.7, -0.5, -1.4], [0.0, 0.0, 0.8], [0.6, 0.2, -0.1], [-0.4, -0.1, 0.1], [0.3, -0.1, 0.1], [-0.2, 0.2, -0.1], [0.3, 0.1, -0.1], [-0.2, 0.0, 0.0], [0.2, 0.1, 0.2], [0.3, 0.1, 0.3], [0.0, -0.3, -0.2], [-0.1, -0.2, -0.2], [-0.1, 0.2, -0.2], [-1.9, 1.4, 2.7], [2.0, -1.3, -2.2], [-1.2, 0.7, 1.2], [0.1, -0.5, 0.1], [0.0, 0.9, -0.9], [0.6, -0.1, 0.0], [0.2, -0.1, -0.1], [0.2, -1.1, -0.3], [-0.3, -0.1, 0.6], [0.5, 0.2, 0.4], [-0.6, 0.4, -1.1], [-0.4, 0.0, 0.1], [0.0, -0.3, -0.1], [0.4, -0.2, -0.2], [0.5, 0.2, 0.0], [-0.1, 0.5, 0.0]],
  "multiplicity": 2,
  "fmax_ev_per_a": 3.548,
  "charge": 2,
  "homo_lumo_gap_ev": [4.8252, 4.8452],
  "s_squared": 0.751,
  "lumo_energy_ev": [-9.6078, -9.6080],
  "energy_ha": -3059.9277
}